No. 1
The molecule C4H10NOP at a distorted geometry, computed with the ωB97M-V functional and the def2-TZVPD basis.

As for the SMILES: CC(=O)[PH2]1N[C@H]1C. The value obtained for the HOMO energy is -7.64 eV. For the relative energy (zero: lowest compared OMol25 entry of this formula, charge and spin), the calculation gives 451.2 kJ/mol. As for the HOMO-LUMO gap: 8.453 eV. The value obtained for the LUMO energy is 0.0300 Eh.

Geometry as ORCA input:
```
! wB97M-V def2-TZVPD RIJCOSX def2/J DEFGRID3
* xyz 0 1
C 0.7385 1.2648 0.9682
H 1.8058 1.4101 1.1270
H -0.5728 -3.5256 -2.2647
C -0.5220 -2.4870 -2.0455
H -1.4178 -0.1313 0.9717
H 0.7244 3.3343 0.7559
H 1.0775 1.2247 -1.2768
H -0.9126 2.8237 1.3458
H -1.2631 -1.7504 -2.3711
P -0.1051 -0.3534 0.4431
H 0.5544 -1.1186 1.5801
H 0.4726 -2.1980 -2.3242
H 0.5071 2.8990 2.3831
C 0.1798 2.6145 1.3884
O -1.0457 -2.7774 0.3515
C -0.6390 -2.1576 -0.5513
N 0.4181 0.9281 -0.4812
*
```

Here are the natural (NBO) charges for atoms 1 to 4, given in e: C -0.405; H 0.179; H 0.234; C -0.725

---

No. 2
A cluster of 12 separate species, C35H72N8O19 in total at a distorted geometry, computed with the ωB97M-V functional and the def2-TZVPD basis.

The value obtained for the HOMO energy (alpha / beta) is -5.92 / -4.90 eV. As for the HOMO-LUMO gap (alpha / beta): 7.340 / 5.695 eV. The value obtained for the LUMO energy (alpha / beta) is 0.0521 / 0.0294 Eh.

Geometry as ORCA input:
```
! wB97M-V def2-TZVPD RIJCOSX def2/J DEFGRID3
* xyz -1 2
H 5.6354 -3.4186 -2.7266
H 0.0729 5.1548 -5.5883
H 4.1776 3.4745 -0.2739
C -1.7340 3.2136 -1.4761
O -2.2320 3.8326 2.0661
H 1.1090 -0.3246 -1.1456
N 1.3971 4.4715 -4.0111
H 4.2550 -3.9629 -3.8254
C 5.6610 -0.0294 3.5075
H 2.3577 2.9890 0.9913
N -2.2301 -3.8097 -1.2245
H 4.4909 0.8945 5.6022
H -3.3720 6.5211 0.4265
O -4.2447 4.2583 -0.8180
H -0.2304 0.7212 -4.6860
O 5.3976 3.0782 1.2891
C 4.9902 3.8929 2.2997
H -4.5556 -2.3203 2.0443
C 3.7074 0.7456 4.8591
H -3.3024 -0.1723 -1.5024
C 4.6507 -3.8778 -2.8134
H -3.4091 -2.2722 -2.0368
H 0.4075 6.4124 -4.4372
C -4.3102 0.1177 -1.2051
C -3.2888 5.0401 -0.9813
O 2.6710 -3.7657 -1.6273
O 6.5175 0.1075 4.4265
H 0.5268 2.7207 2.2799
C 4.5199 -0.8029 -2.7366
H 0.5980 -1.7404 -4.9536
H 3.0288 -1.2951 -1.4388
H -1.5381 -5.5127 -3.5560
C -0.5100 -0.3996 0.2801
C 0.3339 -1.2945 -3.9947
O -0.8125 -4.5954 2.8756
C -3.3337 -3.3594 -2.0133
C -2.5734 -1.5998 -5.0419
H 1.2347 0.9965 -0.0531
H -0.8805 -1.6220 5.8644
O 0.1717 2.6459 -4.1263
C -2.1164 -4.6618 2.8942
C -1.7873 -0.3192 -4.8746
H 1.7901 -2.0188 6.6792
H 3.2819 1.7236 4.6339
O -1.8232 5.9868 2.2078
H -2.3014 2.6729 -0.7186
H -4.4376 1.9971 -0.2957
H -3.2633 -3.7352 -3.0341
H 5.5294 -1.1204 -2.9979
C 3.2334 2.6899 1.5672
N -2.1019 4.6308 -1.3064
O -0.8766 -1.8025 0.4842
C -1.4908 4.8170 2.3668
O -6.5506 -1.5065 0.9034
O 2.1198 -0.8413 0.4531
H 3.0254 2.9202 -2.7791
O -5.1111 -0.9726 -0.8031
O 5.6550 4.7539 2.8882
N 3.6934 -1.7574 -2.0427
C 2.3941 2.3517 -3.4619
H -1.9270 -2.4761 -4.9936
O -0.3189 4.3905 2.6666
C 4.2847 2.7846 0.5631
H -3.3396 -1.4508 -4.2812
H -2.3677 -6.7228 2.8637
H -2.2035 1.8793 2.5500
H -0.7429 0.1602 1.1859
H -4.8748 -3.8615 1.3022
C -5.8430 -0.7215 0.2915
O -2.2021 0.7075 -5.3869
H -2.6576 6.9017 -1.1737
H 3.9542 -0.2269 -3.4689
N 4.2916 0.1019 3.6450
H -3.9577 -6.0605 3.1658
H 5.2160 -0.6584 1.4361
O -5.5802 0.5720 0.5894
H -0.7425 2.8506 -1.2055
C 1.0516 -0.0775 -0.0856
H -1.1954 0.2002 -0.3187
C 1.2581 3.1558 -3.9393
C 0.2696 5.3352 -4.5315
N -0.5539 -0.1918 -4.3996
C -4.3428 -3.3862 2.1263
N -2.9050 -3.6862 2.2511
C -2.8951 -5.9025 3.3506
H 3.1409 1.6964 2.0060
H -1.3827 5.3120 -1.5032
H -0.1116 -1.9498 -3.2462
H 4.8162 0.0836 -2.1760
H -2.6398 -6.2643 -2.4733
H 2.9066 0.1004 5.2203
H -1.4204 2.2248 1.0658
C 0.7298 -2.1715 4.8842
O 1.3934 -2.2693 3.8277
H 1.2431 -0.9097 -3.5328
H -4.8450 -3.6249 3.0638
C -1.4010 -4.8098 -1.4296
H -3.1869 -1.6968 -5.9376
C -3.5108 6.4667 -0.6533
H -4.4879 6.7673 -1.0315
H -1.3914 0.0975 4.2951
H -2.0581 2.8355 -2.4456
H 1.8100 -3.6246 5.9610
H -1.9684 -3.0604 -0.5998
H -3.4376 0.7691 0.5877
H 6.9009 -1.0852 1.9253
H 4.4306 1.7903 0.1410
H 3.6669 -0.1021 2.8781
H 2.9986 2.0950 -4.3319
H 2.1020 1.5768 -2.7532
H -4.7373 0.5863 -2.0917
C 1.1704 -2.7736 6.1950
O 3.6207 3.6264 2.4816
O -0.3883 -4.9016 -0.7862
H 2.2508 4.9019 -3.6854
H -0.6126 5.0610 -3.9530
C -0.3316 3.0293 2.8765
C 3.6342 -3.0901 -2.0436
C -1.2165 -0.9226 3.9529
H -2.6538 -6.0279 4.4061
H 4.7043 -4.9099 -2.4671
C -4.3399 0.9539 0.0048
H -2.2514 -1.2517 3.8593
H -4.1790 -3.8344 -1.5154
H -2.3651 -2.9870 1.7615
N -0.4831 -1.6029 4.9361
H 0.4333 -2.9861 6.9694
H -0.6678 -0.8373 3.0150
C -1.6367 -5.8406 -2.5211
H 6.4844 0.5355 1.6892
C 6.0665 -0.3981 2.0660
H -0.2475 2.8469 3.9478
C -1.5832 2.6321 2.0636
H -0.8613 -6.5951 -2.3887
*
```

Here are the Mulliken charges for atoms 1 to 4, given in e: H 0.385; H 0.272; H 0.148; C -0.158

---

No. 3
A structure of composition C29H40F6FeIN3O5S3Si at a distorted geometry, computed with the ωB97M-V functional and the def2-TZVPD basis.

The value obtained for the HOMO energy (alpha / beta) is -10.96 / -11.69 eV. For the relative energy (zero: lowest compared OMol25 entry of this formula, charge and spin), the calculation gives 12.9 kJ/mol. As for the HOMO-LUMO gap (alpha / beta): 8.580 / 6.560 eV. The value obtained for the LUMO energy (alpha / beta) is -0.0873 / -0.1887 Eh.

Geometry as ORCA input:
```
! wB97M-V def2-TZVPD RIJCOSX def2/J DEFGRID3
* xyz 1 6
C -1.3382 -2.5987 -2.9164
H 1.3567 -1.7868 -4.9539
H -1.3153 2.6961 -2.4661
H -3.0396 2.3656 0.4516
C 0.0099 -1.9555 -3.2478
C -2.1078 0.3578 -4.8769
F 0.6815 -2.5744 1.0221
H 2.8803 -0.7617 -3.9146
C -1.7224 0.8042 -3.4651
Si -0.0428 -0.0198 -2.8672
H 2.6461 1.8765 0.8879
H 0.9157 5.6708 1.0932
C 4.5573 -0.6153 0.5097
C -2.0385 5.3039 -0.9311
H 5.1571 1.4547 1.0869
F 0.9424 -2.0496 4.0077
H 2.3804 1.8314 -5.2755
O -0.0782 -0.1482 2.2258
O -0.5475 1.8839 0.0824
C -4.4326 5.1374 -0.9265
H -3.0226 0.8770 -5.1776
C -3.2781 5.8463 -1.2305
C 0.0436 4.8839 4.2749
C 4.4197 0.7221 0.8084
H -1.6436 -2.3941 -1.8890
Fe 0.0839 -0.1561 -0.0082
S -1.0338 -0.5515 3.2504
C 1.6998 2.2191 -2.6549
N -1.8591 -1.8314 2.8618
C 1.5577 0.9364 -3.4927
C 1.0682 -2.6031 -2.3436
F -0.6038 -1.8644 5.5136
C -0.2078 3.9477 1.7087
H 2.0813 -2.3098 -2.6141
H -1.1237 5.8402 -1.1549
H -5.2610 3.3346 -0.1156
C -0.6473 3.7043 4.0354
H -0.8835 2.6997 -4.1832
H 2.6231 2.7381 -2.9276
O -1.6987 -1.4151 0.3731
H 0.8970 -2.3456 -1.2937
C 0.4875 5.1286 1.9283
H -2.5725 2.7689 -3.6948
S -1.9196 -2.4149 1.4209
C -0.3613 -3.4438 1.2346
C 2.8298 0.1098 -3.2623
C 0.0720 -1.2178 4.5854
H 3.7014 0.7311 -3.4878
H -1.2500 -3.6845 -3.0203
F 0.7431 -0.2129 5.1348
H -3.3427 6.8097 -1.7172
S -0.3484 3.3848 0.0122
H 0.1383 5.2536 5.2871
C -3.1210 3.3364 -0.0213
H 1.7383 1.9760 -1.5896
C 3.2604 -1.0670 0.2366
H 0.3950 -3.2623 -4.9146
O -1.8204 0.4853 3.8253
H -3.7424 0.9635 -2.7169
H -2.3122 -0.7107 -4.9290
C -1.9811 4.0567 -0.3289
H 1.0021 -3.6915 -2.4302
H -1.3077 2.3042 2.5474
H -1.0905 3.1418 4.8458
H -2.5401 0.6895 -1.4439
H -0.3568 -1.7383 -5.3910
F -0.0677 -4.1762 2.2824
C -0.7797 3.2269 2.7405
F -0.4389 -4.2104 0.1557
H -3.0517 -0.6412 -2.4795
O -2.9968 -3.3100 1.2268
N 2.3935 -0.0697 0.3435
C -1.5999 2.3309 -3.4505
H 0.8719 2.9081 -2.8183
H 0.6227 1.9294 -5.2127
C -4.3555 3.8859 -0.3297
C 1.4755 1.2932 -4.9798
C 0.6105 5.5977 3.2267
H 1.1508 6.5139 3.4212
H -2.1274 -2.2762 -3.5932
H -1.3324 0.5988 -5.6064
N 3.1107 1.0063 0.6912
I 6.3006 -1.7297 0.4131
H 1.4056 0.3942 -5.5937
C 0.3709 -2.1866 -4.7146
H -5.3991 5.5633 -1.1596
H 2.9067 -0.2211 -2.2274
C -2.8249 0.4232 -2.4649
H 2.9447 -2.0631 -0.0263
*
```

Here are the Mulliken charges for atoms 1 to 4, given in e: C -1.890; H 0.344; H 0.226; H 0.252

---

Question: Which formula does entry 2 have?
Answer: C35H72N8O19